[1]
Below is a cluster of 2 separate species, C4H5P in total at a distorted geometry, with properties calculated with the ωB97M-V functional and the def2-TZVPD basis.

```
10
Properties=species:S:1:pos:R:3
C 1.09 -1.15 -1.26
C -0.14 -0.77 -1.33
C -1.40 2.81 0.92
C 0.78 -0.07 -0.32
P -2.40 2.17 1.91
H 1.96 -1.83 -1.55
H -1.06 -0.82 -1.71
H -0.58 3.22 0.56
H 0.66 -0.14 0.72
H 1.11 0.97 -0.57
```

Calculated values
2S+1: 3
LUMO energy (spin up / spin down): 0.339 / -2.838 eV
HOMO-LUMO gap (spin up / spin down): 6.84 / 6.68 eV
energy relative to the best compared isomer or geometry (same formula, charge and spin): 2.726 eV
<S²>: 2.007
DFT total energy: -13508.768 eV
HOMO level (spin up / spin down): -6.5 / -9.5 eV

[2]
Below is a cluster of 15 separate species, C4H38NO15 in total at a distorted geometry, with properties calculated with the ωB97M-V functional and the def2-TZVPD basis.

```
58
Properties=species:S:1:pos:R:3
O 0.39 0.38 -0.20
C 0.75 -0.47 -0.97
C 1.01 -1.92 -0.51
C 0.28 -2.93 -1.35
C 0.82 -4.38 -1.22
N 0.58 -2.01 0.94
H 1.04 -0.51 -2.01
H 2.13 -1.93 -0.60
H 0.68 -2.71 -2.39
H -0.75 -2.66 -1.23
H 0.97 -4.59 -0.12
H -0.03 -5.09 -1.54
H 1.60 -4.61 -1.90
H 1.23 -2.65 1.42
H -0.44 -2.11 1.00
H 0.73 -1.04 1.30
H -3.98 0.73 -1.71
H -3.87 1.89 -2.67
O -3.31 1.26 -2.18
H -3.04 2.49 2.74
H -1.78 1.58 2.10
O -2.70 1.68 2.35
H -5.36 -0.63 -0.89
H -5.04 0.29 0.28
O -4.63 -0.33 -0.33
H -0.92 -0.38 2.86
H -1.00 0.41 1.58
O -0.37 0.19 2.30
H -2.62 1.69 0.61
H -1.57 1.50 -0.69
O -2.15 1.09 -0.05
H -1.28 -0.74 -4.28
H -0.11 -0.31 -5.10
O -0.37 -0.45 -4.18
H 1.83 1.84 2.71
H 2.48 0.47 2.61
O 2.69 1.41 2.64
H -1.43 3.15 0.79
H -0.35 4.04 1.33
O -1.23 3.69 1.56
H 2.85 -1.69 3.46
H 2.88 -3.09 3.05
O 2.50 -2.25 2.74
H 0.61 2.58 -2.50
H -0.90 2.86 -2.09
O 0.01 2.87 -1.80
H -2.32 -1.18 0.27
H -3.09 -2.47 0.76
O -2.27 -1.97 0.84
H 3.92 -0.21 -1.93
H 3.47 0.34 -0.58
O 3.22 -0.32 -1.26
H 3.58 1.63 1.27
H 4.98 1.95 0.55
O 4.10 1.58 0.42
H 1.74 3.25 0.39
H 2.26 4.68 0.55
O 1.60 4.07 0.88
```

Calculated values
LUMO energy: -2.377 eV
HOMO-LUMO gap: 10.17 eV
energy relative to the best compared isomer or geometry (same formula, charge and spin): 1.301 eV
DFT total energy: -36961.141 eV
charge: +1
HOMO level: -12.5 eV